Below is a molecular structure, C24H25BN9O4PtS at a distorted geometry, with properties calculated with the ωB97M-V functional and the def2-TZVPD basis.

Structure (XYZ):
```
65
C24H25BN9O4PtS the ωB97M-V functional and the def2-TZVPD basis
Pt 0.321 0.189 0.318
C 1.473 -2.132 3.899
C 0.990 -0.970 3.310
N 1.097 -1.067 1.987
N 1.637 -2.262 1.697
C 1.875 -2.923 2.839
B 2.015 -2.634 0.251
N 2.869 -1.461 -0.296
C 4.178 -1.402 -0.601
C 4.487 -0.109 -0.982
C 3.289 0.589 -0.869
N 2.335 -0.241 -0.462
N 0.728 -2.754 -0.594
C 0.291 -3.796 -1.323
C -0.904 -3.447 -1.913
C -1.152 -2.145 -1.483
N -0.161 -1.757 -0.691
N 2.769 -3.944 0.175
C 3.378 -4.468 -0.916
C 3.820 -5.735 -0.594
C 3.411 -5.930 0.735
N 2.762 -4.870 1.139
H 1.521 -2.368 4.941
H 0.598 -0.089 3.781
H 2.298 -3.912 2.823
H 4.826 -2.251 -0.538
H 5.436 0.269 -1.305
H 3.073 1.621 -1.068
H 0.831 -4.719 -1.383
H -1.516 -4.048 -2.550
H -1.989 -1.509 -1.699
H 3.447 -3.926 -1.840
H 4.338 -6.436 -1.213
H 3.532 -6.785 1.368
O -3.693 -0.014 -0.933
C -2.995 0.505 -0.089
O -1.781 0.848 -0.220
C -3.625 0.937 1.231
C -5.005 0.964 1.327
C -5.613 1.498 2.458
C -4.831 1.997 3.492
C -3.456 1.928 3.429
C -2.822 1.393 2.291
S -1.106 1.372 2.324
H -5.596 0.585 0.506
H -6.689 1.527 2.530
H -5.299 2.443 4.356
H -2.845 2.307 4.235
O -0.812 3.288 1.065
C -0.505 3.130 -0.113
O 0.331 2.339 -0.614
C -1.299 3.965 -1.170
N -1.344 3.137 -2.410
C -0.974 4.016 -3.548
C 0.071 4.922 -2.918
C -0.571 5.256 -1.573
H -2.292 4.159 -0.760
H -2.233 2.646 -2.537
H -0.591 2.429 -2.244
H -1.850 4.593 -3.853
H -0.613 3.431 -4.392
H 0.260 5.808 -3.516
H 1.009 4.385 -2.777
H -1.293 6.063 -1.685
H 0.161 5.561 -0.830
```

Summary:
energy above the lowest of the compared OMol25 structures with the same formula, charge and spin	179.11	kJ/mol
multiplicity	6
net charge	+2



Below is a molecular structure, C24H25Cl2MoN4O2S2 at a distorted geometry, with properties calculated with the ωB97M-V functional and the def2-TZVPD basis.

Structure (XYZ):
```
60
C24H25Cl2MoN4O2S2 the ωB97M-V functional and the def2-TZVPD basis
Mo 0.251 -0.007 -0.121
C -0.695 2.905 0.023
N -0.523 1.868 1.025
C -1.801 1.547 1.674
C -2.493 0.342 1.095
C -3.867 0.220 1.229
C -4.520 -0.900 0.739
C -3.743 -1.876 0.128
C -2.383 -1.686 0.029
N -1.739 -0.600 0.487
C 0.501 2.147 2.024
C 0.770 0.847 2.725
C 1.332 0.741 3.983
C 1.553 -0.523 4.515
C 1.143 -1.631 3.785
C 0.580 -1.442 2.542
N 0.419 -0.228 1.998
C -1.423 2.314 -1.149
C -2.281 3.054 -1.946
C -2.849 2.464 -3.067
C -2.525 1.141 -3.339
C -1.681 0.460 -2.484
N -1.136 1.025 -1.400
H -1.220 3.784 0.423
H 0.298 3.223 -0.322
H -1.614 1.336 2.735
H -2.480 2.409 1.624
H -4.421 1.010 1.711
H -5.587 -1.009 0.832
H -4.184 -2.769 -0.281
H -1.764 -2.438 -0.437
H 1.416 2.466 1.512
H 0.189 2.928 2.731
H 1.611 1.624 4.535
H 2.025 -0.641 5.478
H 1.286 -2.629 4.159
H 0.278 -2.280 1.925
H -2.490 4.083 -1.696
H -3.512 3.023 -3.709
H -2.925 0.641 -4.205
H -1.415 -0.577 -2.654
C 4.258 -2.891 -0.455
C 2.890 -2.289 -0.526
S 2.592 -0.875 0.413
C 1.882 -2.892 -1.209
C 2.034 -4.230 -1.853
S 0.309 -2.189 -1.282
H 4.940 -2.228 0.067
H 4.638 -3.078 -1.460
H 4.218 -3.845 0.074
H 2.191 -4.989 -1.085
H 2.886 -4.259 -2.530
H 1.133 -4.480 -2.406
Cl 3.557 0.766 -3.868
C 2.975 1.953 -2.704
Cl 1.981 3.202 -3.500
C 2.036 1.318 -1.689
O 1.288 0.398 -2.057
O 1.991 1.790 -0.543
H 3.822 2.457 -2.238
```

Summary:
energy above the lowest of the compared OMol25 structures with the same formula, charge and spin	173.80	kJ/mol
multiplicity	1
net charge	+1



Below is 2 unconnected molecules or ions with the total composition C24H25FN2O4S2 at a distorted geometry, with properties calculated with the ωB97M-V functional and the def2-TZVPD basis.

Structure (XYZ):
```
58
C24H25FN2O4S2 the ωB97M-V functional and the def2-TZVPD basis
C 4.130 -2.797 7.845
C 3.699 -2.706 9.177
C 2.405 -2.293 9.476
C 1.473 -2.034 8.443
C 0.087 -1.808 8.790
C -0.958 -2.058 7.915
N -2.188 -2.454 8.282
C -3.219 -2.710 7.275
C -4.399 -3.350 8.027
C -3.962 -3.507 9.491
C -2.527 -2.953 9.609
C 1.926 -2.108 7.092
C 3.238 -2.487 6.807
H 5.154 -3.102 7.620
H 4.371 -2.960 9.991
H 2.045 -2.233 10.507
H -0.131 -1.494 9.803
H -0.791 -1.996 6.825
H -3.516 -1.780 6.758
H -2.829 -3.404 6.508
H -5.281 -2.708 7.939
H -4.632 -4.318 7.570
H -4.624 -2.956 10.162
H -3.964 -4.560 9.791
H -1.830 -3.756 9.903
H -2.451 -2.166 10.378
H 1.210 -1.899 6.288
H 3.573 -2.551 5.767
C -4.657 1.472 7.018
C -4.215 2.786 7.212
C -3.430 3.109 8.320
C -3.068 2.101 9.211
S -2.040 2.547 10.625
N -0.358 2.076 10.056
F -0.307 0.585 10.208
S 0.931 2.696 11.211
C 2.453 2.402 10.283
C 3.067 1.150 10.289
C 4.250 0.967 9.570
C 4.822 2.036 8.874
C 4.230 3.301 8.937
C 3.044 3.491 9.648
O 0.741 4.120 11.264
O 0.939 1.866 12.384
O -2.026 3.982 10.684
O -2.400 1.718 11.740
C -3.571 0.807 9.080
C -4.365 0.493 7.976
H -5.244 1.212 6.136
H -4.493 3.567 6.507
H -3.101 4.129 8.503
H 2.627 0.335 10.860
H 4.735 -0.007 9.561
H 5.734 1.883 8.296
H 4.698 4.150 8.445
H 2.580 4.470 9.729
H -3.350 0.067 9.846
H -4.781 -0.509 7.872
```

Summary:
SMILES	O=S(=O)(c1ccccc1)N(F)S(=O)(=O)c1ccccc1.C(=C\N1CCCC1)/c1ccccc1
energy above the lowest of the compared OMol25 structures with the same formula, charge and spin	0.00	kJ/mol
multiplicity	1
net charge	0



Below is a molecular structure, C24H25I2N2O4Rb at a distorted geometry, with properties calculated with the ωB97M-V functional and the def2-TZVPD basis.

Structure (XYZ):
```
58
C24H25I2N2O4Rb the ωB97M-V functional and the def2-TZVPD basis
Rb -1.597 0.354 -1.534
I -0.078 4.841 5.490
C -1.006 3.944 3.787
C -1.817 4.715 2.977
C -2.420 4.102 1.910
I -3.696 5.226 0.643
C -2.275 2.727 1.561
O -2.835 2.226 0.564
C -1.459 1.977 2.484
C -1.366 0.481 2.275
N -0.379 0.019 1.315
C 0.986 0.292 1.681
C 1.969 -0.541 0.901
C 3.294 -0.628 1.331
C 4.181 -1.416 0.620
C 3.720 -2.085 -0.506
C 2.391 -1.923 -0.861
N 1.535 -1.190 -0.169
C -0.834 2.590 3.545
H -1.977 5.764 3.179
H -2.344 0.134 1.922
H -1.148 -0.012 3.232
H -0.576 0.414 0.400
H 1.099 0.044 2.746
H 1.281 1.355 1.556
H 3.623 -0.076 2.200
H 5.211 -1.513 0.943
H 4.384 -2.710 -1.085
H 1.987 -2.402 -1.739
H -0.212 2.004 4.210
O -4.371 -3.278 -1.279
C -3.218 -2.953 -0.964
O -2.547 -2.003 -1.409
C -2.512 -3.851 0.082
C -3.225 -4.858 0.718
C -2.595 -5.715 1.603
C -1.238 -5.570 1.849
C -0.525 -4.552 1.237
C -1.159 -3.691 0.358
H -4.280 -4.953 0.494
H -3.144 -6.507 2.104
H -0.726 -6.264 2.508
H 0.533 -4.439 1.443
H -0.623 -2.889 -0.135
C 2.225 2.950 -2.819
C 1.132 2.106 -3.557
C 1.901 1.129 -4.511
C 0.335 3.094 -4.469
O 0.331 1.463 -2.709
H 2.869 3.486 -3.520
H 2.833 2.288 -2.205
H 1.735 3.664 -2.163
H 2.446 1.671 -5.286
H 1.188 0.453 -4.980
H 2.605 0.532 -3.933
H 0.979 3.617 -5.178
H -0.168 3.824 -3.838
H -0.424 2.535 -5.017
```

Summary:
energy above the lowest of the compared OMol25 structures with the same formula, charge and spin	83.31	kJ/mol
multiplicity	1
net charge	-2



Below is a single C24H25N3O6 molecule, with properties calculated with the ωB97M-V functional and the def2-TZVPD basis.

Structure (XYZ):
```
58
C24H25N3O6 the ωB97M-V functional and the def2-TZVPD basis
C 1.586 -2.408 -5.832
H 1.768 -1.503 -6.415
H 2.520 -2.813 -5.453
H 1.079 -3.137 -6.468
O 0.791 -2.109 -4.694
C -0.411 -1.576 -4.947
O -0.821 -1.363 -6.059
C -1.176 -1.284 -3.703
C -2.482 -0.825 -3.822
C -3.224 -0.540 -2.682
C -2.661 -0.710 -1.422
C -1.357 -1.176 -1.313
C -0.610 -1.468 -2.446
H 0.403 -1.823 -2.360
N -0.790 -1.354 -0.025
C 0.490 -0.947 0.305
O 1.285 -0.484 -0.469
C 0.704 -1.218 1.789
N 0.753 -0.011 2.610
C 1.525 -0.197 3.831
H 1.288 -1.172 4.260
C 3.037 -0.066 3.582
N 3.369 1.204 2.974
C 3.659 2.314 3.756
C 3.537 2.316 5.149
C 3.905 3.421 5.894
C 4.396 4.558 5.282
C 4.530 4.569 3.903
C 4.175 3.468 3.153
H 4.322 3.496 2.084
H 4.925 5.443 3.406
H 4.675 5.421 5.867
H 3.794 3.390 6.969
H 3.145 1.457 5.671
C 2.642 1.366 1.728
C 1.130 1.243 1.981
H 0.576 1.369 1.051
H 0.825 2.037 2.671
H 2.850 2.338 1.286
H 2.964 0.591 1.026
H 3.599 -0.198 4.506
H 3.360 -0.848 2.884
H 1.203 0.579 4.531
C -0.520 -2.049 2.194
C -1.461 -1.992 1.015
O -2.570 -2.439 0.940
H -0.283 -3.093 2.404
H -1.011 -1.629 3.072
H 1.634 -1.801 1.871
H -3.240 -0.490 -0.540
C -4.621 -0.053 -2.848
O -5.185 0.039 -3.908
O -5.187 0.278 -1.681
C -6.528 0.742 -1.754
H -7.167 -0.017 -2.208
H -6.582 1.652 -2.356
H -6.836 0.941 -0.731
H -2.920 -0.689 -4.799
```

Summary:
SMILES	COC(=O)c1cc(C(=O)OC)cc(N2C(=O)C[C@H](N3CCN(c4ccccc4)CC3)C2=O)c1
energy above the lowest of the compared OMol25 structures with the same formula, charge and spin	123.87	kJ/mol
multiplicity	1
net charge	0



Below is a single C24H25N3O8S molecule at a distorted geometry, with properties calculated with the ωB97M-V functional and the def2-TZVPD basis.

Structure (XYZ):
```
61
C24H25N3O8S the ωB97M-V functional and the def2-TZVPD basis
C -6.823 -3.203 0.154
C -6.797 -1.719 0.461
H -7.528 -1.456 1.234
H -7.018 -1.120 -0.430
O -5.491 -1.380 0.931
C -5.297 -0.104 1.256
O -6.146 0.754 1.174
C -3.927 0.138 1.727
C -3.347 1.306 2.152
C -2.002 0.954 2.494
C -0.898 1.657 2.976
C 0.251 0.940 3.195
C 0.362 -0.428 2.951
C -0.714 -1.139 2.464
C -1.892 -0.433 2.239
O -3.054 -0.915 1.776
H -0.658 -2.197 2.265
H 1.308 -0.900 3.154
S 1.707 1.809 3.737
O 1.380 3.133 4.192
O 2.512 0.984 4.576
N 2.485 2.026 2.240
C 3.063 3.133 1.680
C 3.368 2.802 0.376
C 2.932 1.464 0.219
N 2.400 1.013 1.346
C 2.999 0.616 -0.960
C 2.494 -0.682 -0.881
C 2.550 -1.521 -1.976
C 3.093 -1.072 -3.200
C 3.603 0.229 -3.273
C 3.552 1.055 -2.148
H 3.958 2.047 -2.249
O 4.181 0.825 -4.350
C 4.307 0.163 -5.589
H 3.332 -0.041 -6.039
H 4.864 -0.770 -5.496
H 4.855 0.858 -6.225
O 3.176 -1.925 -4.286
C 1.950 -2.411 -4.795
H 1.448 -3.070 -4.085
H 2.208 -2.970 -5.694
H 1.278 -1.586 -5.059
O 2.105 -2.815 -1.959
C 1.628 -3.338 -0.745
H 1.384 -4.379 -0.953
H 0.728 -2.813 -0.407
H 2.391 -3.293 0.038
H 2.079 -0.996 0.061
H 3.840 3.430 -0.348
N 3.311 4.251 2.421
H 3.427 5.102 1.896
H 2.752 4.326 3.261
H -0.929 2.714 3.184
C -3.954 2.655 2.249
H -3.890 3.017 3.274
H -3.410 3.353 1.614
H -4.993 2.620 1.940
H -6.085 -3.441 -0.608
H -6.595 -3.775 1.049
H -7.809 -3.483 -0.206
```

Summary:
SMILES	CCOC(=O)c1oc2ccc(S(=O)(=O)n3nc(-c4cc(OC)c(OC)c(OC)c4)cc3N)cc2c1C
energy above the lowest of the compared OMol25 structures with the same formula, charge and spin	216.80	kJ/mol
multiplicity	1
net charge	0



Below is a single C24H25N5O2S molecule at a distorted geometry, with properties calculated with the ωB97M-V functional and the def2-TZVPD basis.

Structure (XYZ):
```
57
C24H25N5O2S the ωB97M-V functional and the def2-TZVPD basis
C 4.078 4.867 -2.417
H 4.768 4.050 -2.649
O 2.806 4.642 -2.980
C 2.114 3.538 -2.610
C 0.873 3.362 -3.229
C 0.088 2.271 -2.931
C 0.531 1.336 -2.000
C 1.758 1.504 -1.376
C 2.549 2.597 -1.680
H 3.500 2.701 -1.183
H 2.101 0.781 -0.652
N -0.274 0.224 -1.682
C 0.068 -1.100 -1.743
N -0.927 -1.844 -1.343
N -1.934 -1.026 -0.995
C -1.560 0.204 -1.195
C -2.347 1.409 -0.825
C -2.834 1.280 0.584
C -4.119 1.197 1.057
C -4.043 1.070 2.456
C -2.716 1.074 2.785
N -1.982 1.202 1.649
C -0.550 1.214 1.594
H -0.162 0.272 1.198
H -0.154 1.339 2.601
H -0.190 2.035 0.968
H -2.237 0.996 3.741
H -4.868 0.987 3.135
H -5.011 1.228 0.464
H -3.217 1.497 -1.479
H -1.723 2.299 -0.952
S 1.630 -1.686 -2.231
C 1.647 -3.207 -1.211
H 2.564 -3.720 -1.494
H 0.768 -3.794 -1.467
C 1.717 -2.799 0.259
O 2.777 -2.511 0.773
N 0.504 -2.773 0.860
C 0.175 -2.319 2.148
C 1.135 -1.804 3.014
C 0.770 -1.336 4.263
C -0.553 -1.378 4.660
C -1.507 -1.900 3.802
C -1.171 -2.379 2.545
C -2.235 -2.943 1.653
H -1.989 -3.958 1.341
H -3.184 -2.970 2.182
H -2.372 -2.328 0.762
H -2.541 -1.936 4.113
H -0.844 -1.014 5.634
H 1.527 -0.939 4.923
H 2.165 -1.775 2.703
H -0.300 -2.971 0.271
H -0.862 2.132 -3.423
H 0.551 4.097 -3.949
H 4.019 5.000 -1.333
H 4.441 5.786 -2.874
```

Summary:
SMILES	COc1ccc(-n2c(Cc3cccn3C)nnc2SCC(=O)Nc2ccccc2C)cc1
energy above the lowest of the compared OMol25 structures with the same formula, charge and spin	30.95	kJ/mol
multiplicity	1
net charge	0



Below is a single C24H25N5O3 molecule at a distorted geometry, with properties calculated with the ωB97M-V functional and the def2-TZVPD basis.

Structure (XYZ):
```
57
C24H25N5O3 the ωB97M-V functional and the def2-TZVPD basis
C -5.160 -1.903 0.900
C -3.949 -2.605 0.384
C -3.954 -3.908 -0.016
C -2.776 -4.512 -0.506
C -1.634 -3.785 -0.562
N -1.608 -2.486 -0.163
C -2.734 -1.852 0.299
N -2.743 -0.589 0.630
C -1.622 0.154 0.539
N -1.800 1.470 0.783
C -3.086 1.916 1.273
H -3.493 1.112 1.887
C -4.092 2.266 0.150
C -3.471 2.209 -1.244
H -4.270 2.274 -1.986
H -2.995 1.237 -1.377
C -2.463 3.331 -1.513
H -2.999 4.230 -1.826
H -1.817 3.032 -2.340
C -1.606 3.698 -0.302
H -2.219 4.211 0.438
H -0.834 4.403 -0.619
C -0.891 2.506 0.337
H -0.204 2.074 -0.395
H -0.299 2.877 1.184
H -4.916 1.553 0.182
H -4.507 3.260 0.321
H -2.905 2.780 1.916
C -0.384 -0.431 0.202
C 0.880 0.231 0.375
C 2.005 0.049 -0.358
C 2.049 -0.650 -1.577
N 2.139 -1.103 -2.630
C 3.248 0.740 0.091
O 3.252 1.534 1.014
N 4.355 0.430 -0.624
H 4.296 -0.283 -1.336
C 5.663 0.922 -0.262
C 6.562 -0.185 0.186
C 6.347 -1.235 1.029
C 7.556 -1.973 1.057
C 8.412 -1.317 0.230
O 7.818 -0.236 -0.306
H 9.428 -1.507 -0.051
H 7.753 -2.864 1.616
H 5.443 -1.452 1.561
H 5.501 1.645 0.546
H 6.128 1.432 -1.113
H 0.984 0.896 1.225
C -0.339 -1.806 -0.184
O 0.650 -2.460 -0.459
H -0.683 -4.163 -0.909
H -2.781 -5.540 -0.829
H -4.864 -4.487 0.037
H -4.967 -1.517 1.899
H -5.388 -1.050 0.264
H -6.014 -2.573 0.930
```

Summary:
SMILES	Cc1cccn2c(=O)c(/C=C(\C#N)C(=O)NCc3ccco3)c(N3CCCCCC3)nc12
energy above the lowest of the compared OMol25 structures with the same formula, charge and spin	138.67	kJ/mol
multiplicity	1
net charge	0